DFT (ωB97M-V with the def2-TZVPD basis set) results for 2 unconnected molecules or ions with the total composition C7H12.

Computed properties:
* molecular weight: 96.2 g mol⁻¹
* lowest unoccupied orbital energy: 1.13 eV
* HOMO level: -9.020 eV

Each line ends with the Mulliken charge.
Cartesian coordinates (Å):
C: -0.539 -0.752 1.619  -1.046
C: -0.202 -1.589 0.447  0.438
C: 0.624 -2.286 -0.264  -0.387
C: -0.800 -2.292 -0.738  -0.536
H: -1.062 -1.360 2.367  0.373
H: 0.358 -0.329 2.083  0.221
H: -1.203 0.066 1.326  0.266
H: 1.616 -2.675 -0.436  0.343
H: -1.086 -1.716 -1.625  0.127
H: -1.427 -3.176 -0.582  0.225
C: -0.370 1.153 -1.418  -0.743
C: -0.064 2.074 -0.508  0.069
C: 1.227 2.113 0.259  -1.005
H: -1.312 1.170 -1.959  0.241
H: 0.315 0.338 -1.648  0.234
H: -0.777 2.872 -0.300  0.326
H: 1.891 2.892 -0.135  0.325
H: 1.753 1.154 0.193  0.255
H: 1.057 2.343 1.318  0.270